[1]
{
  "formula": "C34H43F10O32P",
  "method": "ωB97M-V/def2-TZVPD",
  "species": ["C", "O", "C", "C", "C", "C", "C", "C", "O", "P", "O", "O", "O", "F", "H", "H", "H", "H", "H", "H", "H", "H", "H", "H", "H", "H", "H", "H", "H", "H", "C", "C", "O", "C", "O", "O", "F", "H", "H", "H", "C", "C", "O", "C", "O", "O", "F", "H", "H", "H", "C", "C", "O", "C", "O", "O", "F", "H", "H", "H", "C", "C", "O", "C", "O", "O", "F", "H", "H", "H", "C", "C", "O", "C", "O", "O", "F", "H", "H", "H", "C", "C", "O", "C", "O", "O", "F", "H", "H", "H", "C", "C", "O", "C", "O", "O", "F", "H", "H", "H", "C", "C", "O", "C", "O", "O", "F", "H", "H", "H", "C", "C", "O", "C", "O", "O", "F", "H", "H", "H"],
  "xyz": [[2.29, 1.34, 0.02], [1.80, 0.31, -0.81], [0.41, 0.35, -1.10], [0.13, 0.30, -2.61], [1.33, 0.72, -3.48], [2.34, -0.42, -3.73], [2.76, -0.77, -5.18], [2.11, -0.06, -6.36], [3.14, 0.74, -7.04], [2.75, 1.53, -8.34], [1.41, 2.07, -8.49], [3.95, 2.55, -8.50], [3.12, 0.33, -9.41], [2.75, 0.81, -10.69], [1.66, 2.23, -0.03], [3.29, 1.60, -0.32], [2.35, 1.01, 1.06], [-0.04, 1.25, -0.68], [-0.07, -0.50, -0.61], [-0.18, -0.71, -2.89], [-0.72, 0.95, -2.83], [0.93, 1.15, -4.40], [1.84, 1.53, -2.96], [1.95, -1.32, -3.26], [3.24, -0.19, -3.16], [3.84, -0.61, -5.28], [2.63, -1.84, -5.33], [1.72, -0.77, -7.09], [1.31, 0.62, -6.09], [4.52, 2.58, -7.73], [-3.49, 3.68, 2.25], [-2.09, 3.71, 2.83], [-1.34, 3.02, 1.84], [-1.99, 3.14, 0.66], [-1.52, 2.85, -0.40], [-3.23, 3.63, 0.84], [-1.97, 3.04, 4.00], [-3.99, 2.76, 2.55], [-4.10, 4.54, 2.50], [-1.66, 4.70, 2.97], [-5.06, 0.84, -1.16], [-4.16, -0.13, -0.40], [-4.23, 0.38, 0.92], [-5.40, 1.04, 1.06], [-5.85, 1.41, 2.11], [-5.98, 1.25, -0.13], [-2.88, -0.09, -0.82], [-4.48, 1.70, -1.49], [-5.60, 0.39, -1.99], [-4.50, -1.17, -0.40], [0.39, 2.12, 6.04], [0.96, 3.47, 6.42], [0.80, 3.48, 7.83], [0.78, 2.18, 8.26], [0.88, 1.85, 9.39], [0.64, 1.34, 7.21], [0.27, 4.51, 5.89], [-0.69, 2.20, 5.87], [0.87, 1.67, 5.17], [2.02, 3.60, 6.18], [1.62, 7.43, 2.50], [0.42, 6.96, 3.30], [0.54, 5.56, 3.22], [1.86, 5.24, 3.04], [2.31, 4.16, 3.17], [2.55, 6.36, 2.70], [-0.76, 7.33, 2.74], [1.36, 7.50, 1.44], [2.05, 8.36, 2.84], [0.42, 7.26, 4.35], [-7.28, 0.59, 5.10], [-7.41, -0.89, 4.80], [-8.31, -1.32, 5.79], [-9.09, -0.25, 6.15], [-10.09, -0.33, 6.78], [-8.56, 0.89, 5.66], [-6.22, -1.54, 4.96], [-6.50, 0.76, 5.84], [-7.10, 1.20, 4.22], [-7.80, -1.13, 3.82], [-4.21, -3.64, 6.15], [-2.97, -3.28, 5.35], [-1.95, -3.99, 6.03], [-2.52, -5.06, 6.65], [-1.92, -5.97, 7.11], [-3.86, -4.94, 6.65], [-2.69, -1.96, 5.39], [-4.34, -2.95, 6.99], [-5.12, -3.69, 5.57], [-2.99, -3.60, 4.31], [5.89, -0.24, -11.04], [7.00, 0.06, -10.05], [8.12, -0.51, -10.68], [7.90, -0.53, -12.03], [8.73, -0.74, -12.85], [6.60, -0.26, -12.28], [6.82, -0.55, -8.85], [5.46, -1.22, -10.84], [5.11, 0.51, -11.06], [7.18, 1.12, -9.88], [9.65, -2.87, -8.99], [8.37, -3.55, -8.55], [8.78, -4.89, -8.37], [10.12, -4.90, -8.10], [10.72, -5.83, -7.68], [10.64, -3.68, -8.35], [7.40, -3.51, -9.50], [9.76, -2.94, -10.07], [9.73, -1.84, -8.67], [7.95, -3.18, -7.61], [-4.82, -6.98, 8.72], [-5.35, -7.73, 9.93], [-6.23, -6.79, 10.51], [-6.66, -5.95, 9.54], [-7.57, -5.19, 9.65], [-5.92, -6.10, 8.42], [-4.37, -8.04, 10.81], [-3.94, -6.39, 8.99], [-4.59, -7.60, 7.86], [-5.90, -8.64, 9.69]],
  "smiles": "COCCCCCCO[P@@](=O)(O)OF.O=C1OC[C@@H](F)O1.O=C1OC[C@@H](F)O1.O=C1OC[C@@H](F)O1.O=C1OC[C@@H](F)O1.O=C1OC[C@@H](F)O1.O=C1OC[C@@H](F)O1.O=C1OC[C@@H](F)O1.O=C1OC[C@@H](F)O1.O=C1OC[C@@H](F)O1",
  "total_charge": 0,
  "homo_lumo_gap_ev": 9.57,
  "lumo_ev": -0.12,
  "largest_force_ev_per_a": 0.32
}

=====

[2]
{
  "formula": "C34H43N2O3",
  "method": "ωB97M-V/def2-TZVPD",
  "species": ["C", "N", "C", "C", "C", "C", "C", "C", "C", "C", "C", "C", "C", "C", "C", "C", "O", "C", "C", "C", "C", "C", "C", "C", "C", "H", "H", "H", "H", "H", "H", "H", "H", "H", "H", "H", "H", "H", "H", "H", "H", "H", "H", "H", "H", "H", "H", "H", "H", "H", "H", "H", "H", "H", "H", "H", "C", "C", "O", "C", "C", "N", "C", "C", "C", "C", "C", "C", "C", "O", "H", "H", "H", "H", "H", "H", "H", "H", "H", "H", "H", "H"],
  "xyz": [[3.17, -0.52, 6.32], [1.79, -0.44, 5.91], [0.77, -0.80, 6.87], [1.47, -0.04, 4.65], [0.13, 0.00, 4.16], [-0.12, 0.30, 2.82], [0.94, 0.35, 1.88], [0.66, 0.60, 0.39], [-0.71, 0.03, -0.05], [-1.43, 0.71, -1.04], [-2.61, 0.24, -1.56], [-3.27, 0.84, -2.83], [-3.45, -0.25, -3.90], [-2.40, 1.93, -3.45], [-4.64, 1.45, -2.51], [-3.29, -0.86, -0.85], [-4.36, -1.34, -1.28], [-2.63, -1.43, 0.33], [-3.44, -2.36, 1.26], [-4.77, -1.72, 1.67], [-2.66, -2.70, 2.53], [-3.77, -3.67, 0.53], [-1.30, -1.10, 0.54], [2.24, 0.29, 2.39], [2.51, 0.27, 3.74], [3.65, 0.46, 6.34], [3.20, -0.95, 7.32], [3.75, -1.16, 5.65], [0.13, -1.60, 6.48], [1.27, -1.15, 7.77], [0.13, 0.06, 7.12], [-0.71, -0.23, 4.83], [-1.16, 0.43, 2.52], [0.56, 1.69, 0.27], [-1.01, 1.64, -1.41], [-4.13, -1.03, -3.52], [-3.86, 0.19, -4.81], [-2.48, -0.71, -4.13], [-2.20, 2.74, -2.74], [-1.45, 1.53, -3.82], [-2.94, 2.38, -4.30], [-4.53, 2.22, -1.73], [-5.05, 1.91, -3.41], [-5.32, 0.68, -2.15], [-5.40, -1.54, 0.79], [-5.30, -2.41, 2.35], [-4.61, -0.77, 2.19], [-1.77, -3.30, 2.31], [-2.37, -1.79, 3.08], [-3.31, -3.29, 3.20], [-2.84, -4.17, 0.22], [-4.32, -4.34, 1.21], [-4.38, -3.46, -0.35], [-0.71, -1.68, 1.25], [3.09, 0.27, 1.72], [3.54, 0.37, 4.08], [5.68, 2.22, 1.60], [5.12, 1.95, 0.23], [3.69, 1.61, 0.45], [3.13, 1.03, -0.63], [1.76, 0.25, -0.55], [1.32, 0.20, -1.95], [1.07, 0.95, -2.93], [1.63, 0.77, -4.30], [0.92, 1.08, -5.49], [1.51, 0.85, -6.74], [2.82, 0.37, -6.81], [3.55, 0.12, -5.64], [2.93, 0.28, -4.40], [3.72, 1.14, -1.70], [6.69, 2.65, 1.58], [5.03, 2.91, 2.14], [5.74, 1.30, 2.18], [5.15, 2.83, -0.42], [5.62, 1.10, -0.27], [2.03, -0.81, -0.36], [0.40, 1.83, -2.84], [-0.08, 1.48, -5.41], [0.94, 1.05, -7.65], [3.28, 0.20, -7.79], [4.59, -0.20, -5.68], [3.46, 0.08, -3.48]],
  "smiles": "CCOC(=O)[C@H](/N=C/c1ccccc1)[C@H](c1ccc(N(C)C)cc1)c1cc(C(C)(C)C)c([O-])c(C(C)(C)C)c1",
  "total_charge": -1,
  "homo_lumo_gap_ev": 5.22,
  "lumo_ev": 2.32,
  "largest_force_ev_per_a": 2.60
}

=====

[3]
{
  "formula": "C34H44As2N3O17P2SSn",
  "method": "ωB97M-V/def2-TZVPD",
  "species": ["Sn", "O", "C", "C", "C", "C", "C", "C", "C", "N", "N", "C", "O", "C", "C", "C", "C", "C", "C", "H", "H", "H", "H", "H", "H", "H", "H", "H", "H", "N", "C", "C", "P", "O", "O", "O", "P", "O", "O", "O", "H", "H", "H", "H", "H", "H", "H", "H", "O", "S", "C", "C", "C", "C", "H", "H", "H", "H", "H", "H", "H", "H", "C", "O", "C", "O", "C", "C", "As", "C", "C", "C", "As", "C", "C", "O", "O", "C", "C", "O", "O", "C", "C", "O", "O", "C", "H", "H", "H", "H", "H", "H", "H", "H", "H", "H", "H", "H", "H", "H", "H", "H", "H", "H"],
  "xyz": [[0.07, 1.45, -0.06], [1.97, 0.64, -0.69], [2.56, 0.46, -1.83], [3.94, 0.72, -2.00], [4.55, 0.45, -3.20], [3.84, -0.09, -4.28], [2.50, -0.33, -4.14], [1.83, -0.04, -2.93], [0.40, -0.17, -2.92], [-0.46, 0.22, -2.03], [-1.77, 0.04, -2.51], [-2.58, 1.00, -2.28], [-2.16, 2.11, -1.60], [-3.93, 0.97, -2.86], [-4.48, -0.25, -3.27], [-5.72, -0.28, -3.88], [-6.43, 0.89, -4.08], [-5.89, 2.10, -3.68], [-4.64, 2.15, -3.08], [4.48, 1.15, -1.18], [5.61, 0.66, -3.32], [4.34, -0.30, -5.22], [1.92, -0.71, -4.97], [-0.04, -0.56, -3.84], [-3.91, -1.15, -3.11], [-6.13, -1.23, -4.21], [-7.41, 0.86, -4.55], [-6.44, 3.02, -3.84], [-4.21, 3.10, -2.83], [-4.19, 2.64, 0.70], [-3.85, 1.86, 1.89], [-5.01, 1.66, 2.88], [-2.47, 2.74, 2.69], [-3.22, 3.85, 3.55], [-1.88, 1.79, 3.86], [-1.43, 3.29, 1.80], [-3.22, 0.18, 1.35], [-4.31, -0.20, 0.22], [-3.30, -0.76, 2.49], [-1.90, 0.37, 0.63], [-2.90, 2.52, -1.14], [-4.77, 3.43, 0.95], [-4.72, 2.06, 0.07], [-5.34, 2.62, 3.29], [-4.71, 1.01, 3.70], [-5.85, 1.20, 2.36], [-2.62, 4.52, 3.91], [-4.83, -0.95, 0.54], [0.45, 1.00, 3.16], [-0.88, 0.49, 3.50], [-0.78, -0.04, 5.23], [0.50, -0.83, 5.49], [0.43, -2.29, 5.03], [0.12, -2.53, 3.54], [-1.67, -0.65, 5.40], [-0.84, 0.87, 5.82], [0.67, -0.83, 6.57], [1.33, -0.29, 5.04], [-0.36, -2.77, 5.61], [1.37, -2.78, 5.30], [-0.63, -3.32, 3.46], [-0.36, -1.67, 3.09], [5.53, -6.29, -1.68], [4.77, -5.89, -0.52], [4.09, -4.77, -0.64], [4.09, -4.05, -1.60], [3.35, -4.37, 0.61], [2.96, -5.17, 1.59], [2.40, -4.57, 3.36], [0.88, -5.76, 3.71], [1.22, -2.95, 2.55], [2.38, -2.20, 2.25], [3.29, -2.38, 0.55], [5.14, -2.14, 1.16], [3.04, -1.22, 3.17], [3.24, -0.10, 2.79], [3.41, -1.75, 4.33], [4.11, -0.87, 5.24], [0.43, -3.45, 1.32], [-0.04, -4.55, 1.21], [0.26, -2.43, 0.49], [-0.61, -2.62, -0.65], [3.11, -6.66, 1.58], [2.75, -7.42, 0.72], [3.65, -7.03, 2.76], [3.93, -8.43, 2.92], [6.23, -7.04, -1.33], [6.05, -5.43, -2.10], [4.86, -6.71, -2.43], [1.25, -6.47, 4.45], [0.55, -6.25, 2.81], [0.06, -5.20, 4.15], [5.41, -2.87, 1.92], [5.26, -1.13, 1.53], [5.78, -2.26, 0.28], [3.80, -1.16, 6.24], [3.86, 0.17, 5.04], [5.18, -1.02, 5.12], [-1.13, -1.68, -0.78], [-1.30, -3.44, -0.46], [0.00, -2.84, -1.52], [4.08, -8.59, 3.98], [4.83, -8.69, 2.36], [3.09, -9.03, 2.55]],
  "total_charge": 1,
  "homo_lumo_gap_ev": 5.05,
  "lumo_ev": -4.80,
  "largest_force_ev_per_a": 1.08
}

=====

[4]
{
  "formula": "C34H44Cl5CsN3O7P",
  "method": "ωB97M-V/def2-TZVPD",
  "species": ["Cs", "O", "C", "O", "C", "C", "C", "C", "C", "N", "C", "O", "O", "H", "H", "H", "C", "O", "C", "C", "O", "C", "C", "O", "C", "H", "H", "H", "H", "H", "H", "H", "H", "H", "H", "H", "H", "H", "H", "C", "C", "C", "N", "H", "H", "H", "H", "H", "N", "C", "C", "C", "C", "C", "C", "H", "H", "H", "H", "H", "H", "H", "Cl", "C", "C", "C", "Cl", "C", "Cl", "C", "Cl", "C", "Cl", "C", "C", "P", "C", "C", "C", "C", "H", "H", "H", "H", "H", "H", "H", "H", "H", "H", "H", "H", "H", "H", "H"],
  "xyz": [[0.66, -0.21, -1.05], [-2.28, -4.27, 0.11], [-1.77, -3.22, -0.32], [-1.07, -2.39, 0.32], [-2.06, -2.91, -1.81], [-3.01, -3.67, -2.47], [-3.32, -3.36, -3.78], [-2.66, -2.31, -4.40], [-1.70, -1.61, -3.68], [-1.42, -1.90, -2.41], [-0.96, -0.43, -4.37], [-1.46, -0.06, -5.45], [0.03, 0.03, -3.77], [-3.49, -4.48, -1.93], [-4.07, -3.93, -4.32], [-2.87, -2.00, -5.41], [-2.87, 0.27, -0.01], [-1.88, 1.17, 0.46], [-2.40, 1.94, 1.52], [-1.43, 3.00, 1.98], [-0.18, 2.56, 2.47], [-0.18, 1.47, 3.37], [0.19, 0.20, 2.63], [0.69, -0.75, 3.55], [1.40, -1.79, 2.87], [-3.71, 0.83, -0.44], [-3.23, -0.37, 0.81], [-2.42, -0.36, -0.76], [-2.70, 1.29, 2.35], [-3.31, 2.47, 1.18], [-1.95, 3.60, 2.75], [-1.18, 3.66, 1.14], [-1.14, 1.38, 3.89], [0.59, 1.66, 4.12], [0.98, 0.49, 1.91], [-0.64, -0.22, 2.07], [0.76, -2.27, 2.11], [1.70, -2.52, 3.62], [2.29, -1.38, 2.38], [4.96, 3.75, -0.81], [4.05, 2.61, -1.28], [2.65, 2.83, -0.91], [1.54, 2.95, -0.65], [5.99, 3.53, -1.10], [4.93, 3.84, 0.27], [4.68, 4.70, -1.26], [4.32, 1.65, -0.83], [4.09, 2.49, -2.36], [-1.80, -2.55, 3.21], [-3.05, -1.95, 3.25], [-4.06, -2.36, 2.36], [-5.31, -1.77, 2.41], [-5.59, -0.76, 3.33], [-4.60, -0.36, 4.22], [-3.34, -0.95, 4.18], [-1.52, -2.85, 2.27], [-1.08, -2.00, 3.65], [-3.82, -3.13, 1.63], [-6.06, -2.08, 1.71], [-6.57, -0.29, 3.35], [-4.80, 0.42, 4.94], [-2.57, -0.63, 4.87], [3.38, -2.45, -1.42], [4.23, -1.77, -0.02], [3.96, -0.47, 0.35], [4.64, -0.05, 1.47], [4.31, 1.59, 2.09], [5.56, -0.81, 2.19], [6.40, -0.20, 3.58], [5.80, -2.12, 1.76], [6.93, -3.12, 2.61], [5.12, -2.61, 0.64], [5.42, -4.24, 0.12], [-1.13, 3.39, -4.82], [-1.32, 3.15, -3.32], [-3.04, 2.98, -2.68], [-3.77, 4.59, -3.25], [-5.26, 4.67, -2.95], [-3.81, 1.82, -3.91], [-4.90, 0.95, -3.31], [-0.08, 3.55, -5.04], [-1.69, 4.26, -5.18], [-1.44, 2.50, -5.39], [-0.87, 3.95, -2.73], [-0.78, 2.24, -3.05], [-3.60, 4.73, -4.32], [-3.23, 5.39, -2.72], [-5.82, 3.91, -3.50], [-5.68, 5.65, -3.23], [-5.46, 4.52, -1.88], [-3.02, 1.18, -4.31], [-4.20, 2.40, -4.76], [-4.49, 0.31, -2.53], [-5.35, 0.30, -4.06], [-5.70, 1.54, -2.85]],
  "total_charge": -2,
  "homo_lumo_gap_ev": 7.11,
  "lumo_ev": 3.70,
  "largest_force_ev_per_a": 0.48
}

=====

[5]
{
  "formula": "C34H44ClN7OSW",
  "method": "ωB97M-V/def2-TZVPD",
  "species": ["W", "C", "C", "N", "C", "C", "N", "C", "C", "N", "C", "C", "N", "C", "C", "C", "C", "C", "C", "C", "N", "H", "H", "H", "H", "H", "H", "H", "H", "H", "H", "H", "H", "H", "H", "H", "H", "H", "H", "H", "H", "H", "H", "H", "C", "C", "N", "C", "C", "C", "S", "N", "C", "O", "C", "C", "C", "C", "C", "C", "H", "H", "H", "H", "H", "H", "H", "H", "H", "H", "H", "H", "H", "H", "H", "Cl", "C", "C", "C", "C", "C", "C", "C", "H", "H", "H", "H", "H", "H"],
  "xyz": [[2.02, -0.40, -0.54], [-0.88, -2.44, -3.22], [0.10, -2.08, -2.17], [0.54, -0.81, -1.90], [0.01, 0.12, -2.86], [0.35, 1.53, -2.58], [1.32, 1.62, -1.51], [1.10, 2.86, -0.66], [2.34, 2.98, 0.20], [2.56, 1.61, 0.76], [1.67, 1.43, 1.94], [1.74, 0.03, 2.45], [1.88, -0.95, 1.40], [2.00, -2.24, 1.80], [2.60, -2.66, 3.09], [1.70, -3.11, 0.72], [1.62, -4.48, 0.73], [1.12, -5.17, -0.39], [0.59, -4.40, -1.39], [0.71, -3.03, -1.36], [1.46, -2.36, -0.39], [-0.61, -1.98, -4.18], [-1.92, -2.17, -2.94], [-0.82, -3.50, -3.35], [-1.09, 0.03, -2.82], [0.30, -0.16, -3.91], [-0.56, 2.00, -2.22], [0.69, 2.04, -3.46], [2.24, 1.80, -1.93], [0.17, 2.69, -0.08], [0.90, 3.75, -1.26], [2.15, 3.68, 1.02], [3.25, 3.28, -0.36], [3.52, 1.54, 1.08], [0.65, 1.62, 1.62], [1.92, 2.15, 2.73], [0.84, -0.22, 3.06], [2.60, -0.11, 3.17], [3.63, -2.31, 3.25], [2.60, -3.75, 3.15], [2.00, -2.28, 3.94], [1.93, -5.03, 1.62], [1.08, -6.24, -0.41], [0.02, -4.84, -2.19], [-4.21, 1.19, 4.61], [-2.82, 1.53, 4.12], [-2.25, 0.45, 3.30], [-1.80, -0.76, 3.96], [-1.07, -0.51, 5.30], [-2.38, 0.54, 1.92], [-1.51, -0.53, 0.88], [-3.20, 1.50, 1.51], [-3.16, 1.92, 0.23], [-2.28, 1.78, -0.63], [-4.39, 2.61, -0.31], [-4.88, 3.80, 0.19], [-5.70, 4.56, -0.64], [-6.15, 4.07, -1.85], [-5.80, 2.78, -2.22], [-4.96, 2.03, -1.43], [-4.51, 1.94, 5.34], [-4.15, 0.23, 5.20], [-4.93, 1.18, 3.78], [-2.11, 1.71, 4.97], [-2.85, 2.42, 3.52], [-1.26, -1.32, 3.20], [-2.69, -1.36, 4.24], [-0.40, 0.36, 5.25], [-0.49, -1.38, 5.55], [-1.83, -0.34, 6.07], [-4.68, 4.14, 1.24], [-6.12, 5.49, -0.26], [-6.82, 4.68, -2.46], [-6.09, 2.34, -3.18], [-4.65, 1.05, -1.69], [4.18, -2.49, -6.85], [4.04, -1.94, -5.24], [4.02, -2.86, -4.18], [4.10, -2.38, -2.88], [4.06, -0.95, -2.65], [3.95, -0.50, -1.26], [4.17, -0.08, -3.73], [4.15, -0.56, -5.01], [3.96, -3.93, -4.42], [4.12, -3.05, -2.04], [4.25, 0.55, -1.12], [4.59, -1.08, -0.58], [4.24, 1.01, -3.53], [4.25, 0.09, -5.85]],
  "total_charge": 2,
  "homo_lumo_gap_ev": [5.78, 4.96],
  "lumo_ev": [-6.79, -7.58],
  "spin_multiplicity": 3,
  "largest_force_ev_per_a": 4.62
}